C7H20B2Br6Na3O3 as an isolated structure, computed with ωB97M-V/def2-TZVPD.

Values from the calculation:
* DFT total energy: -448574.921 eV
* energy relative to the best compared isomer or geometry (same formula, charge and spin): 245.4 kcal/mol

ORCA input file:
```
! wB97M-V def2-TZVPD RIJCOSX def2/J DEFGRID3
* xyz -1 1
Na 20.92130 7.53780 6.79828
Na 20.44814 1.78682 4.05521
Na 23.94968 3.55263 7.39144
C 20.75786 1.64719 9.27917
O 19.74261 1.42456 9.95492
O 20.78703 1.51267 8.09191
O 21.81480 1.96762 9.87286
B 17.00708 3.16383 4.05870
H 17.39340 2.16174 3.95469
H 17.72432 3.66180 4.69261
H 17.02209 3.66388 3.10268
H 16.04904 3.08413 4.54865
B 22.55212 4.70151 4.06352
H 22.07169 4.55045 3.10927
H 23.38460 4.01712 4.11660
H 23.00485 5.67904 4.12458
H 21.81809 4.66529 4.85354
Br 28.27401 4.63760 5.55486
C 29.16406 5.71651 4.11431
C 28.66618 7.13106 4.07638
Br 30.06121 8.28091 3.21756
H 29.05273 5.22345 3.14860
H 30.22576 5.62869 4.34484
H 28.64617 7.34618 5.14476
H 27.67675 7.34379 3.67158
Br 25.85127 6.49141 -0.96236
C 24.03110 6.41548 -1.78600
C 23.67302 4.95283 -1.96615
Br 22.02865 4.77273 -3.06585
H 24.11221 6.76445 -2.81544
H 23.24235 6.98156 -1.29050
H 23.45975 4.53198 -0.98355
H 24.37920 4.34376 -2.53046
Br 29.99340 0.80833 0.93827
C 28.12827 0.05707 0.61705
C 27.01158 0.92686 1.30138
Br 25.23306 0.43710 0.58312
H 28.08914 -0.96969 0.98081
H 28.04007 0.08167 -0.46910
H 27.02787 2.01066 1.18650
H 27.00246 0.87205 2.38997
*
```

Mulliken atomic charge list, values in e, 8 entries:
1 Na 0.540
2 Na 0.757
3 Na 0.610
4 C 0.688
5 O -0.643
6 O -0.618
7 O -0.664
8 B 0.214

***

C7H20B2Br6Na5O3 as an isolated structure, computed with ωB97M-V/def2-TZVPD.

Values from the calculation:
* <S²>: 0.751
* DFT total energy: -457415.618 eV

ORCA input file:
```
! wB97M-V def2-TZVPD RIJCOSX def2/J DEFGRID3
* xyz 0 2
Na -2.69052 -22.97250 12.44425
Na -3.64843 -25.41547 8.62426
Na -2.35984 -20.04679 11.36812
Na -1.16489 -22.93747 8.83305
Na -3.73559 -20.43222 8.32194
C -3.88783 -22.81904 9.65882
O -4.06759 -23.83811 10.24983
O -3.61775 -22.83018 8.45820
O -3.50564 -21.83716 10.28018
B -0.81298 -20.04912 8.30550
H -1.42627 -19.45849 7.64273
H -1.35720 -20.10825 9.23532
H -0.67027 -21.03882 7.90006
H 0.13067 -19.54026 8.42725
B -1.26451 -25.70919 8.52239
H -1.74006 -25.44545 7.59043
H -0.21521 -25.47204 8.43882
H -1.72604 -25.15600 9.32564
H -1.31586 -26.78679 8.54220
Br -9.00122 -25.28866 9.76471
C -8.38337 -24.45002 8.10934
C -6.94768 -24.05063 8.26621
Br -5.98915 -24.50552 6.55114
H -8.97733 -23.56942 7.86472
H -8.53694 -25.18242 7.31681
H -6.54793 -24.54447 9.15189
H -6.84654 -22.96712 8.32853
Br -5.84926 -26.94124 9.76283
C -5.75316 -26.24901 11.64385
C -4.23741 -26.55401 12.07648
Br -4.13040 -26.00467 13.94900
H -6.43397 -26.87228 12.22362
H -5.92872 -25.17857 11.53695
H -3.43003 -26.10290 11.49968
H -3.90943 -27.58574 11.94974
Br -5.37916 -21.68847 13.68441
C -6.89468 -20.99937 12.60648
C -6.95299 -21.67786 11.23692
Br -8.19642 -20.60577 10.13727
H -6.70976 -19.92877 12.51868
H -7.82857 -21.00721 13.16851
H -7.28725 -22.71448 11.27935
H -6.01361 -21.60339 10.68911
*
```

Mulliken atomic charge list, values in e, 8 entries:
1 Na 0.623
2 Na 0.551
3 Na 0.495
4 Na 0.525
5 Na 0.761
6 C 0.689
7 O -0.970
8 O -0.844

***

C7H20BrO4V as an isolated structure, computed with ωB97M-V/def2-TZVPD.

Values from the calculation:
* <S²>: 0.792
* DFT total energy: -111495.316 eV
* energy relative to the best compared isomer or geometry (same formula, charge and spin): 0.0 kcal/mol

ORCA input file:
```
! wB97M-V def2-TZVPD RIJCOSX def2/J DEFGRID3
* xyz 1 2
O -3.84911 -2.03493 0.48133
V -3.10722 -1.56717 1.77422
Br -1.39141 -0.06519 0.65288
C 0.34927 -0.09555 -3.73209
C 1.04645 0.99282 -2.91608
C 1.72691 2.01872 -3.81247
O 0.09149 1.71116 -2.13415
H -0.32800 0.36490 -4.45347
H -0.27143 -0.71798 -3.07585
H 1.05375 -0.74054 -4.25659
H 1.83768 0.55309 -2.28998
H 2.46711 1.54363 -4.45211
H 2.18121 2.80435 -3.20933
H 0.96735 2.51619 -4.42099
H -0.37489 1.08747 -1.57066
C 1.02464 2.31627 3.32569
C -0.30075 3.02779 3.08740
O -0.63033 3.11704 1.70538
H 0.92114 1.27133 2.99921
H 1.28447 2.28632 4.38275
H 1.80785 2.75165 2.70934
H -0.24555 4.04137 3.48512
H -1.10451 2.53399 3.65696
H -0.71904 2.22461 1.35631
C 0.45293 -3.32794 1.20808
C -0.95571 -3.67834 0.79852
O -1.92729 -3.32216 1.87775
H 0.49003 -2.27455 1.48976
H 1.11889 -3.45731 0.35663
H 0.79278 -3.91732 2.05775
H -1.09379 -4.73664 0.58528
H -1.23777 -3.12656 -0.09479
H -2.07715 -4.10051 2.42816
*
```

Mulliken atomic charge list, values in e, 8 entries:
1 O -0.348
2 V 1.015
3 Br 0.071
4 C -1.063
5 C 0.634
6 C -1.418
7 O -0.456
8 H 0.303

***

C7H20Cl2CrN4O4S as an isolated structure, computed with ωB97M-V/def2-TZVPD.

Values from the calculation:
* <S²>: 0.762
* DFT total energy: -86031.234 eV
* energy relative to the best compared isomer or geometry (same formula, charge and spin): 1.7 kcal/mol

ORCA input file:
```
! wB97M-V def2-TZVPD RIJCOSX def2/J DEFGRID3
* xyz 1 2
Cr 0.04444 1.24788 0.17124
N 1.88471 0.39357 0.60382
C 1.86998 -0.82736 1.42763
C 0.78081 -1.69130 0.83353
N -0.46542 -0.89045 0.67424
C -1.26958 -0.86832 1.93950
C -1.06010 0.40498 2.73272
N -1.20549 1.52656 1.79544
C -1.28944 -1.47959 -0.42148
C -2.17074 -0.40026 -1.01120
N -1.26266 0.70467 -1.35662
H 2.34880 0.22278 -0.28821
H 2.39529 1.16479 1.03101
H 1.66321 -0.55051 2.45999
H 2.83032 -1.34416 1.41836
H 0.59599 -2.59723 1.41484
H 1.10061 -2.00294 -0.16179
H -1.04852 -1.75521 2.53652
H -2.32402 -0.93412 1.66762
H -0.05924 0.46067 3.15760
H -1.76896 0.45954 3.56054
H -0.87213 2.40479 2.18959
H -2.17860 1.68554 1.54646
H -1.85584 -2.34266 -0.06329
H -0.61391 -1.83179 -1.20082
H -2.89474 -0.03174 -0.28240
H -2.73402 -0.76969 -1.86853
H -1.74208 1.57458 -1.58060
H -0.71191 0.47618 -2.18393
O 1.17892 4.74655 -0.56957
S 0.78678 3.41711 -0.32103
O -0.70699 3.09444 -0.34608
O 1.30497 2.32697 -1.21320
O 1.07758 2.83600 1.05955
Cl 0.19697 -2.58275 -3.85493
C 1.78942 -1.82727 -3.95665
Cl 1.88236 -0.35673 -2.95173
H 1.97059 -1.53191 -4.98202
H 2.53268 -2.53164 -3.60614
*
```

Mulliken atomic charge list, values in e, 8 entries:
1 Cr 0.028
2 N -0.082
3 C -0.774
4 C -0.728
5 N 0.583
6 C -0.941
7 C -0.622
8 N -0.085

***

C7H20ClO5Y as an isolated structure, computed with ωB97M-V/def2-TZVPD.

Values from the calculation:
* DFT total energy: -31363.048 eV
* energy relative to the best compared isomer or geometry (same formula, charge and spin): 7.2 kcal/mol

ORCA input file:
```
! wB97M-V def2-TZVPD RIJCOSX def2/J DEFGRID3
* xyz 2 1
Y 1.98611 3.22543 -3.57644
Cl 0.75993 1.19615 -2.30457
C -2.09148 -3.35827 0.34735
C -2.53497 -1.94177 -0.13135
C -1.37424 -1.01431 -0.45632
O -3.41065 -2.10440 -1.24481
H -2.85695 -3.93674 0.84707
H -1.19116 -3.23006 0.96002
H -1.70401 -3.92861 -0.50604
H -3.12727 -1.57721 0.70813
H -0.95468 -1.08348 -1.46267
H -0.59178 -1.11712 0.29522
H -1.82361 -0.01223 -0.42824
H -2.86403 -2.51202 -1.93287
C -1.25706 2.90256 1.10422
C -0.96492 4.19193 1.89418
O -0.74930 3.93871 3.26523
O -0.01112 2.31860 0.71611
H -1.89155 3.01435 0.21935
H -1.79589 2.25865 1.81130
H -1.82089 4.86501 1.84709
H -0.08847 4.63665 1.40684
H 0.15452 3.60371 3.34973
H -0.13263 1.76868 -0.05954
C 3.39808 -1.91827 -1.16309
C 3.35854 -0.84316 -0.11081
O 2.16923 -0.82586 0.69219
O 2.65545 -1.63160 -2.33996
H 3.16107 -2.88953 -0.72442
H 4.45809 -1.98655 -1.43072
H 3.45497 0.14586 -0.58290
H 4.17103 -0.99045 0.59989
H 1.57225 -0.11206 0.46223
H 1.93740 -1.05258 -2.07140
*
```

Mulliken atomic charge list, values in e, 8 entries:
1 Y 1.848
2 Cl -0.095
3 C -1.163
4 C 0.112
5 C -0.630
6 O -0.501
7 H 0.327
8 H 0.318

***

C7H20IPSTa as an isolated structure, computed with ωB97M-V/def2-TZVPD.

Values from the calculation:
* DFT total energy: -37358.053 eV

ORCA input file:
```
! wB97M-V def2-TZVPD RIJCOSX def2/J DEFGRID3
* xyz -1 1
C 1.96125 -2.30247 -1.07836
C 1.30968 -1.06440 -1.70744
P -0.53212 -1.17790 -1.61627
C -1.03865 -0.03384 -2.96096
Ta -1.46044 -0.40691 0.70284
C -2.63580 0.68351 2.28678
S -1.36525 -2.66072 1.86167
C 0.60891 0.14748 1.50199
C 1.07160 1.60957 1.38970
C 1.21797 2.07975 -0.03711
I 1.18161 4.21410 -0.22750
H 2.47875 -2.90679 -1.82120
H 1.22750 -2.94938 -0.59990
H 2.68943 -2.02932 -0.31551
H 1.69281 -0.16973 -1.23056
H 1.58222 -0.97909 -2.76041
H -2.08762 -0.22121 -3.17809
H -0.93001 1.01654 -2.69935
H -0.45889 -0.23924 -3.86131
H -3.03269 -0.90679 -0.17002
H -1.63004 1.24137 -0.07981
H -2.24392 1.67948 2.49878
H -2.59788 0.08911 3.20086
H -3.68217 0.81095 2.00786
H -0.20885 -2.49404 2.48952
H 0.48989 -0.06049 2.57428
H 1.40790 -0.52062 1.16647
H 0.36613 2.25006 1.91799
H 2.04023 1.75483 1.87927
H 2.17350 1.80765 -0.46721
H 0.40498 1.73856 -0.66700
*
```

Mulliken atomic charge list, values in e, 8 entries:
1 C -1.192
2 C 0.100
3 P 0.067
4 C -1.029
5 Ta 0.482
6 C -1.127
7 S -0.525
8 C -1.289

***

Which of these has the highest DFT total energy? C7H20ClO5Y